# C2HFO2Y

A structure of composition C2HFO2Y (the ωB97M-V functional and the def2-TZVPD basis, the OMol25 dataset).

XYZ file:
```
7
Properties=species:S:1:pos:R:3:forces:R:3
O -1.0093 0.5328 1.7640 -0.71 -0.91 -2.15
C 0.5801 -0.6046 0.2177 2.24 -2.25 0.90
C -0.6025 0.0065 0.7991 1.43 0.66 6.50
O -0.3756 0.3519 -0.5100 -1.88 3.28 -6.86
Y -0.9469 1.4168 -2.4513 0.43 -0.71 1.68
F 1.7704 -0.0933 0.3910 -1.48 -0.17 0.00
H 0.5839 -1.6101 -0.2106 -0.04 0.11 -0.07
```
Positions in Å, forces in eV/Å.

Summary:
LUMO level in Eh: -0.669
Total charge: +3
Molar mass in g/mol: 164.932
DFT total energy in Ha: -363.9951
HOMO energy in eV: -24.5
2S+1: 1